Molecular formula: C3H10O3S
Method: DFT, ωB97M-V/def2-TZVPD

XYZ file:
```
17
Properties=species:S:1:pos:R:3
O 0.3063 1.1593 -0.7555
C 0.3931 0.3820 0.1640
C -0.7163 -0.5006 0.6383
C -0.3630 -1.9884 0.5613
S 0.8183 -2.5994 1.7896
H 1.3617 0.2569 0.6701
H -1.0050 -0.2480 1.6625
H -1.6296 -0.3492 0.0738
H -0.0212 -2.2300 -0.4449
H -1.2732 -2.5442 0.7581
H 1.5089 -1.4785 2.0184
O 3.3320 2.4277 0.8174
H 3.7660 2.6290 1.6629
H 2.4222 2.7179 0.9473
O -3.1318 0.5267 -3.7777
H -3.4605 0.8194 -2.9197
H -2.3078 1.0195 -3.8660
```

The LUMO energy comes out at 0.53 eV. The net charge is 0. The SMILES is O=CCCS.O.O. The molar mass comes out at 126.2 u. For the energy above the lowest of the compared OMol25 structures with the same formula, charge and spin, the calculation gives 13.7 kcal/mol. The max |F| comes out at 0.702 eV/Å. The total energy is -744.18008 Eh. The orbital gap is 0.36737 Ha.

Charges obtained by natural (NBO) population analysis, quoted in units of e:
1 O -0.51
2 C 0.43
3 C -0.52
4 C -0.51
5 S -0.03
6 H 0.11
7 H 0.23
8 H 0.23
9 H 0.22
10 H 0.23
11 H 0.11
12 O -0.94
13 H 0.47
14 H 0.47
15 O -0.94
16 H 0.46
17 H 0.47